# 1
{"formula": "C22H43N2OP2Tc", "method": "ωB97M-V with the def2-TZVPD basis set", "total_charge": 3, "molar_mass_g_mol": 511.547, "spin_multiplicity": 4, "de_lowest_kcal_mol": 0.00, "e_lumo_ev": [-10.4, -14.7], "species": ["Tc", "P", "P", "N", "C", "H", "H", "C", "H", "H", "C", "H", "H", "C", "H", "H", "C", "C", "H", "H", "H", "C", "C", "H", "H", "H", "C", "C", "H", "H", "H", "C", "C", "H", "H", "H", "C", "C", "H", "H", "H", "C", "H", "H", "H", "C", "H", "H", "H", "C", "H", "H", "H", "H", "H", "H", "H", "O", "H", "H", "C", "C", "C", "N", "C", "C", "H", "H", "H", "H", "H"], "coordinates": [[-0.5652, 0.0179, -0.5137], [-0.0644, -2.2265, -0.7470], [-0.1123, 2.3059, -0.5430], [1.4429, 0.0774, -1.7392], [1.6029, -2.4087, -1.5381], [2.2261, -3.1459, -1.0237], [1.5005, -2.7702, -2.5776], [2.3240, -1.0753, -1.5375], [2.9825, -0.9996, -0.6676], [3.0144, -1.0647, -2.3831], [2.3108, 1.2855, -1.5857], [2.8341, 1.3188, -2.5030], [3.0862, 1.1817, -0.8069], [1.5379, 2.5656, -1.3667], [1.4072, 3.0688, -2.3364], [2.1587, 3.2469, -0.7657], [0.0754, 3.2394, 1.0433], [-1.0565, 2.9660, 2.0377], [-0.8105, 3.4012, 3.0220], [-1.2294, 1.8877, 2.1729], [-1.9996, 3.4181, 1.7010], [-1.3783, 3.1669, -1.6072], [-2.7188, 3.3273, -0.8839], [-3.4779, 3.6052, -1.6328], [-2.6821, 4.1184, -0.1268], [-3.0601, 2.4020, -0.4108], [-1.2942, -2.9467, -1.9678], [-2.6714, -3.1936, -1.3366], [-3.4066, -3.3895, -2.1353], [-3.0459, -2.3319, -0.7758], [-2.6728, -4.0600, -0.6636], [0.0288, -3.3546, 0.7006], [-1.2168, -3.3295, 1.6009], [-0.9354, -3.4766, 2.6531], [-1.9366, -4.1156, 1.3439], [-1.7567, -2.3797, 1.5581], [-2.2581, -0.0234, 0.2289], [-0.9303, 4.4952, -2.2074], [-0.8146, 5.2746, -1.4546], [-0.0017, 4.4082, -2.7753], [-1.7096, 4.8185, -2.9133], [-0.8183, -4.2009, -2.7010], [-1.5559, -4.4594, -3.4749], [0.1334, -4.0411, -3.2153], [-0.7109, -5.0576, -2.0281], [0.4093, -4.8122, 0.3915], [0.7394, -5.3143, 1.3143], [-0.4336, -5.3871, -0.0051], [1.2454, -4.8841, -0.3065], [0.2981, 4.7500, 0.9009], [-0.6326, 5.2677, 0.6345], [0.6307, 5.1766, 1.8625], [1.0661, 5.0076, 0.1559], [0.9929, 2.8027, 1.4556], [0.8571, -2.9141, 1.2849], [-1.5058, 2.4391, -2.4258], [-1.3987, -2.1199, -2.6952], [-3.3167, -0.0673, 0.7184], [0.5902, 0.0724, -2.4699], [-1.0682, 0.0205, -1.9412], [2.3659, -0.2602, 4.5359], [3.0246, 0.2561, 3.4065], [2.3332, 0.4075, 2.2028], [1.0183, 0.0395, 2.0434], [0.4312, -0.5169, 3.1207], [1.0333, -0.6700, 4.3589], [2.8777, -0.3251, 5.4388], [4.0286, 0.6565, 3.4217], [2.7669, 0.7274, 1.3033], [-0.6102, -0.8150, 2.9819], [0.4819, -1.0839, 5.1945]], "lowdin_spin": [1.67, 0.03, 0.02, 0.00, 0.00, 0.00, 0.00, 0.00, 0.00, 0.00, 0.00, 0.00, 0.00, 0.00, 0.00, 0.00, 0.00, 0.00, 0.00, 0.00, 0.00, 0.03, 0.00, 0.00, 0.00, 0.00, 0.04, 0.00, 0.00, 0.00, 0.00, 0.00, 0.00, 0.00, 0.00, 0.00, 0.06, 0.01, 0.00, 0.00, 0.00, 0.01, 0.00, 0.00, 0.00, 0.00, 0.00, 0.00, 0.00, 0.00, 0.00, 0.00, 0.00, 0.00, 0.00, 0.00, 0.00, 0.12, 0.00, 0.00, -0.01, 0.21, 0.27, 0.01, 0.24, 0.24, 0.00, 0.01, 0.01, 0.01, 0.01]}



# 2
{"formula": "H2NOS", "method": "ωB97M-V with the def2-TZVPD basis set", "total_charge": -1, "molar_mass_g_mol": 64.089, "spin_multiplicity": 1, "de_lowest_kcal_mol": 28.00, "e_lumo_ev": 4.2, "species": ["N", "O", "S", "H", "H"], "coordinates": [[-0.4459, 0.5548, 0.3526], [0.2966, -1.0475, -0.5653], [0.5471, 1.3103, 1.3192], [-0.1852, 1.0417, -0.4988], [-0.2127, -1.8593, -0.6077]], "lowdin_charge": [-0.62, -0.43, 0.23, -0.08, -0.10]}



# 3
{"formula": "C32H68N2O4", "method": "ωB97M-V with the def2-TZVPD basis set", "smiles": "COCCCCC[C@@]1(CCOC(C)=O)CC(=O)N[C@H]1N.CCCCCC.CCCCCC.CCCCCC", "molar_mass_g_mol": 544.906, "spin_multiplicity": 1, "e_lumo_ev": 0.5, "species": ["C", "O", "C", "C", "C", "C", "C", "C", "C", "C", "O", "C", "C", "O", "C", "C", "O", "N", "C", "N", "H", "H", "H", "H", "H", "H", "H", "H", "H", "H", "H", "H", "H", "H", "H", "H", "H", "H", "H", "H", "H", "H", "H", "H", "H", "H", "C", "C", "C", "C", "C", "C", "H", "H", "H", "H", "H", "H", "H", "H", "H", "H", "H", "H", "H", "H", "C", "C", "C", "C", "C", "C", "H", "H", "H", "H", "H", "H", "H", "H", "H", "H", "H", "H", "H", "H", "C", "C", "C", "C", "C", "C", "H", "H", "H", "H", "H", "H", "H", "H", "H", "H", "H", "H", "H", "H"], "coordinates": [[-1.9451, -2.5853, 2.3463], [-2.2579, -1.3130, 2.8777], [-3.6376, -1.0898, 3.0743], [-4.4805, -1.0138, 1.7976], [-4.2075, 0.2452, 0.9541], [-2.9641, 0.0090, 0.0807], [-2.3286, 1.3256, -0.4157], [-0.7885, 1.3104, -0.5972], [-0.4641, 2.7821, -0.9570], [0.1871, 3.5468, 0.1742], [1.6196, 3.4182, 0.0828], [2.2484, 4.4685, 0.6627], [2.1009, 4.6784, 2.1558], [2.9218, 5.1707, 0.0418], [0.0907, 0.6820, 0.4628], [1.3895, 0.4526, -0.3896], [2.4493, 0.3005, 0.0509], [1.0496, 0.4450, -1.7735], [-0.4236, 0.3591, -1.7776], [-0.6303, -1.0609, -1.5080], [-2.8076, -3.1389, 1.9757], [-1.4494, -3.2256, 3.0767], [-1.2564, -2.4397, 1.5130], [-3.7133, -0.1061, 3.5371], [-4.1008, -1.7895, 3.7802], [-5.5215, -1.0594, 2.1222], [-4.3469, -1.8713, 1.1369], [-4.0915, 1.1262, 1.5807], [-5.0470, 0.3395, 0.2671], [-2.2300, -0.6112, 0.5771], [-3.2948, -0.5723, -0.7825], [-2.6693, 2.1517, 0.2092], [-2.7446, 1.5205, -1.4085], [-1.3533, 3.3219, -1.2619], [0.2390, 2.8357, -1.7886], [-0.0568, 4.6094, 0.1103], [-0.1684, 3.2003, 1.1475], [1.5370, 3.8739, 2.6203], [1.5843, 5.6129, 2.3550], [3.1059, 4.7826, 2.5489], [-0.2193, -0.2540, 0.9100], [0.4689, 1.2895, 1.2839], [1.4119, 1.2295, -2.3011], [-0.9048, 0.7623, -2.6743], [-1.6001, -1.3115, -1.6896], [-0.1180, -1.5513, -2.2367], [-10.0703, 0.2122, -2.6239], [-10.7766, 0.6160, -1.3327], [-9.9312, 1.5267, -0.4426], [-8.6290, 0.9054, 0.0646], [-8.7873, -0.3868, 0.8583], [-9.5923, -0.2105, 2.1425], [-9.1622, -0.3596, -2.4263], [-10.7232, -0.4109, -3.2372], [-9.7995, 1.0931, -3.2099], [-11.0776, -0.2803, -0.7838], [-11.6986, 1.1439, -1.5898], [-10.5386, 1.8497, 0.4078], [-9.6868, 2.4384, -0.9971], [-8.1165, 1.6403, 0.6945], [-7.9607, 0.7179, -0.7815], [-7.7903, -0.7548, 1.1184], [-9.2473, -1.1652, 0.2431], [-9.1232, 0.5278, 2.7964], [-9.6518, -1.1535, 2.6884], [-10.6134, 0.1144, 1.9374], [7.3514, -2.2139, -4.7859], [6.1351, -3.0147, -4.3297], [4.8313, -2.2198, -4.3945], [4.7815, -0.9862, -3.4913], [5.0117, -1.2619, -2.0065], [3.9543, -2.1704, -1.3913], [7.5247, -1.3449, -4.1493], [8.2506, -2.8315, -4.7499], [7.2241, -1.8658, -5.8133], [6.3021, -3.3897, -3.3166], [6.0360, -3.8945, -4.9717], [4.0001, -2.8874, -4.1487], [4.6614, -1.9002, -5.4282], [3.8046, -0.5065, -3.6141], [5.5188, -0.2534, -3.8330], [5.0035, -0.3081, -1.4717], [6.0055, -1.6922, -1.8482], [2.9621, -1.7302, -1.4964], [4.1496, -2.3114, -0.3268], [3.9452, -3.1581, -1.8584], [8.7617, -1.7706, 2.0050], [7.6278, -1.0912, 1.2419], [7.3331, 0.3254, 1.7341], [6.8649, 0.4218, 3.1878], [5.6123, -0.3899, 3.5141], [4.3870, 0.0576, 2.7237], [8.5225, -1.8896, 3.0630], [8.9536, -2.7650, 1.5981], [9.6845, -1.1916, 1.9258], [6.7270, -1.7085, 1.2972], [7.9008, -1.0393, 0.1843], [6.5830, 0.7754, 1.0774], [8.2348, 0.9361, 1.6196], [6.6765, 1.4751, 3.4209], [7.6733, 0.1091, 3.8558], [5.4009, -0.2874, 4.5826], [5.7924, -1.4548, 3.3409], [4.1589, 1.1083, 2.9183], [3.5146, -0.5341, 3.0058], [4.5312, -0.0663, 1.6509]], "lowdin_charge": [-0.11, -0.19, -0.23, -0.19, -0.18, -0.19, -0.12, -0.38, -0.09, -0.17, -0.02, -0.58, 0.03, 0.18, -0.01, -0.46, 0.14, 0.10, -0.33, 0.09, 0.08, 0.09, 0.08, 0.12, 0.12, 0.10, 0.11, 0.11, 0.10, 0.07, 0.11, 0.11, 0.12, 0.12, 0.12, 0.14, 0.12, 0.08, 0.09, 0.09, 0.11, 0.12, 0.13, 0.15, 0.07, 0.09, -0.11, -0.27, -0.23, -0.24, -0.27, -0.11, 0.06, 0.07, 0.07, 0.10, 0.10, 0.10, 0.11, 0.11, 0.10, 0.09, 0.10, 0.08, 0.07, 0.07, -0.11, -0.27, -0.23, -0.23, -0.26, -0.11, 0.06, 0.07, 0.07, 0.10, 0.10, 0.10, 0.11, 0.10, 0.10, 0.10, 0.09, 0.05, 0.07, 0.07, -0.11, -0.27, -0.23, -0.23, -0.27, -0.11, 0.06, 0.07, 0.07, 0.10, 0.10, 0.10, 0.11, 0.11, 0.10, 0.10, 0.10, 0.07, 0.07, 0.05]}



# 4
{"formula": "C4H8NO2", "method": "ωB97M-V with the def2-TZVPD basis set", "total_charge": 1, "molar_mass_g_mol": 102.113, "spin_multiplicity": 1, "de_lowest_kcal_mol": 70.69, "e_lumo_ev": -3.5, "species": ["C", "C", "C", "C", "N", "O", "O", "H", "H", "H", "H", "H", "H", "H", "H"], "coordinates": [[-0.7599, 2.8180, 0.1274], [-0.8276, 1.5744, 0.1188], [-0.7315, 0.0739, 0.1060], [-2.1382, -1.8690, -0.0045], [2.8277, 0.2370, 0.0248], [0.3708, -0.4107, 0.1284], [-1.9075, -0.4380, 0.0391], [-1.0408, 3.7851, 0.1451], [-2.6121, -2.2622, 0.8165], [-1.3119, -2.3395, -0.3350], [-2.9664, -1.8871, -0.8542], [3.1363, 0.1996, -0.9978], [2.9692, -0.6911, 0.3606], [3.1992, 0.9615, 0.5370], [1.7928, 0.2481, -0.2122]], "lowdin_charge": [0.19, 0.05, -0.52, 0.05, 0.31, 0.07, 0.03, 0.01, 0.07, 0.05, 0.16, 0.19, 0.13, 0.11, 0.09]}